P) {"formula": "C2H4N2S", "method": "ωB97M-V with the def2-TZVPD basis set", "symbols": ["C", "C", "N", "N", "S", "H", "H", "H", "H"], "positions_angstrom": [[-1.02, 1.75, 0.34], [-0.55, 0.54, -0.05], [-1.34, 2.75, 0.77], [-1.05, -0.20, -1.13], [2.57, 0.05, -0.04], [0.43, 0.18, 0.34], [-1.90, 0.20, -1.58], [-0.84, -1.16, -1.29], [2.48, 0.97, 0.93]], "mulliken_charge": [0.25, 0.07, -0.25, -0.28, -0.48, 0.09, 0.28, 0.24, 0.08], "homo_lumo_gap_ev": [5.086, 5.085], "total_charge": 0, "lumo_ev": [-2.73, -2.73]}

=====

Q) {"formula": "C2H4N2S", "method": "ωB97M-V with the def2-TZVPD basis set", "symbols": ["C", "C", "N", "N", "S", "H", "H", "H", "H"], "positions_angstrom": [[-1.29, -0.84, -0.04], [2.70, 1.74, -0.10], [-0.73, 0.28, 0.26], [3.07, 0.62, -0.12], [3.73, -0.83, -0.10], [-0.96, -1.63, 0.63], [-2.14, -1.01, -0.73], [-0.89, 1.02, -0.38], [2.19, 2.52, 0.42]], "mulliken_charge": [-0.24, -0.07, -0.44, -0.10, -0.17, 0.24, 0.24, 0.21, 0.32], "homo_lumo_gap_ev": 8.886, "total_charge": 0, "lumo_ev": 0.27}

=====

R) {"formula": "C2H4N2S", "method": "ωB97M-V with the def2-TZVPD basis set", "symbols": ["C", "C", "N", "N", "S", "H", "H", "H", "H"], "positions_angstrom": [[-0.11, 0.08, -0.03], [1.13, -0.74, -0.33], [0.76, 1.19, 0.59], [1.97, 0.00, -1.07], [2.55, 0.21, 0.51], [-0.51, 0.44, -0.98], [-0.92, -0.03, 0.64], [1.06, -1.78, -0.24], [1.22, 1.64, -0.36]], "mulliken_charge": [-0.44, 0.14, -0.57, -0.60, 0.09, 0.24, 0.28, 0.47, 0.39], "homo_lumo_gap_ev": [8.206, 8.207], "total_charge": 0, "lumo_ev": [-0.33, -0.33]}

=====

Of them, R) has the lowest stability.

=====

P) {"formula": "C4H9ClSi", "method": "ωB97M-V with the def2-TZVPD basis set", "symbols": ["C", "C", "C", "C", "Si", "Cl", "H", "H", "H", "H", "H", "H", "H", "H", "H"], "positions_angstrom": [[-1.48, -0.02, -0.28], [-2.53, -0.18, 0.54], [1.32, -1.09, -1.20], [1.40, 1.32, 0.68], [0.38, -0.21, 0.27], [-4.15, -0.12, 0.14], [-1.83, 0.23, -1.21], [-2.58, -0.37, 1.64], [0.97, -2.08, -1.15], [0.93, -0.52, -2.18], [2.44, -0.93, -1.16], [2.51, 1.24, 0.47], [1.08, 2.15, 0.20], [1.31, 1.49, 1.77], [0.22, -0.91, 1.48]], "mulliken_charge": [-0.49, -0.13, -0.92, -1.04, 0.60, -0.18, 0.39, 0.27, 0.28, 0.24, 0.28, 0.28, 0.36, 0.27, -0.22], "homo_lumo_gap_ev": 10.423, "total_charge": 0, "lumo_ev": 0.97}

=====

Q) {"formula": "C4H9ClSi", "method": "ωB97M-V with the def2-TZVPD basis set", "symbols": ["C", "C", "C", "C", "Si", "Cl", "H", "H", "H", "H", "H", "H", "H", "H", "H"], "positions_angstrom": [[-0.84, -2.14, 1.15], [-0.71, -1.16, 0.52], [0.54, 1.68, 0.92], [1.49, -0.77, -1.19], [0.20, 0.38, -0.30], [-3.42, 0.72, -0.68], [-2.30, 0.06, -0.55], [-1.20, -3.00, 1.64], [1.31, 1.56, 1.64], [0.62, 2.70, 0.59], [-0.39, 1.73, 1.47], [2.48, -0.34, -1.41], [1.81, -1.53, -0.58], [0.98, -1.24, -2.03], [-0.59, 1.35, -1.18]], "mulliken_charge": [0.31, -0.99, -1.08, -1.19, 0.64, -0.23, 0.14, 0.43, 0.39, 0.36, 0.32, 0.33, 0.40, 0.31, -0.16], "homo_lumo_gap_ev": 11.352, "total_charge": 0, "lumo_ev": 0.84}

=====

Of them, Q) has the lowest stability.

=====

P) {"formula": "C8H12O", "method": "ωB97M-V with the def2-TZVPD basis set", "symbols": ["C", "C", "C", "C", "C", "C", "C", "C", "H", "H", "H", "H", "H", "H", "H", "H", "H", "H", "H", "H", "O"], "positions_angstrom": [[2.20, 0.04, -1.08], [0.66, -0.08, 0.49], [0.20, 1.30, 0.83], [-1.18, 1.23, 0.11], [-1.51, -0.22, -0.21], [-2.43, -0.77, -1.03], [-0.62, -0.91, 0.81], [0.76, -1.46, 1.05], [2.47, 1.17, -0.99], [2.76, -0.57, -0.38], [2.38, -0.30, -2.16], [0.06, 1.51, 1.91], [0.84, 2.08, 0.32], [-1.98, 1.64, 0.74], [-1.11, 1.95, -0.77], [-3.03, -0.20, -1.68], [-2.53, -1.87, -1.22], [-0.98, -0.50, 1.79], [0.96, -1.70, 2.08], [1.21, -2.13, 0.27], [0.88, -0.19, -0.89]], "mulliken_charge": [-0.78, 0.59, -0.82, -0.53, 0.48, -1.20, -0.28, -0.47, 0.20, 0.37, 0.21, 0.32, 0.23, 0.31, 0.32, 0.33, 0.26, 0.16, 0.28, 0.28, -0.26], "homo_lumo_gap_ev": 9.571, "total_charge": 0, "lumo_ev": 1.00}

=====

Q) {"formula": "C8H12O", "method": "ωB97M-V with the def2-TZVPD basis set", "symbols": ["C", "C", "C", "C", "C", "C", "C", "C", "O", "H", "H", "H", "H", "H", "H", "H", "H", "H", "H", "H", "H"], "positions_angstrom": [[-0.13, -0.48, 1.99], [-1.06, -1.01, 2.81], [0.41, 0.25, -1.90], [-0.29, 0.26, 0.68], [-0.32, -0.29, -0.69], [1.90, 0.29, -1.86], [0.66, 1.53, 0.96], [-1.32, -1.37, -0.95], [-0.22, 0.64, -2.83], [-2.16, -0.84, 2.79], [-0.69, -1.34, 3.75], [-1.29, 0.71, 0.75], [2.20, -0.28, -2.73], [2.16, -0.19, -0.86], [2.33, 1.27, -1.87], [1.79, 1.47, 0.91], [0.36, 1.87, 1.96], [0.49, 2.38, 0.31], [-2.37, -0.92, -0.87], [-1.23, -2.23, -0.34], [-1.22, -1.71, -2.01]], "mulliken_charge": [-0.30, -0.77, 0.49, 1.23, 0.23, -1.09, -1.68, -1.49, -0.54, 0.24, 0.31, 0.23, 0.34, 0.27, 0.29, 0.30, 0.45, 0.43, 0.29, 0.37, 0.39], "homo_lumo_gap_ev": [7.430, 9.008], "total_charge": 0, "lumo_ev": [-0.60, -0.17]}

=====

Of them, Q) has the lowest stability.